[1]
The following is a quantum chemistry calculation of the molecule C2H4OP2 in a non-equilibrium geometry, from OMol25.

Values from the calculation:
E = -22760.4936 eV
Structure (SMILES) = C#CP(O)#[PH2]
Frontier orbital gap = 8.798 eV
Relative energy (zero: lowest compared OMol25 entry of this formula, charge and spin) = 36.1 kcal/mol
Net charge = 0
HOMO = -8.8 eV

XYZ file:
```
9
Properties=species:S:1:pos:R:3:forces:R:3
C 2.19612 -0.12054 0.20712 1.4 -1.7 -0.5
C 1.08363 -0.54169 0.43769 0.0 1.2 -0.3
P -0.58861 -0.92095 0.81913 -0.3 -2.6 -1.3
O -0.75922 -2.25436 -0.52315 -2.2 3.8 1.9
P -1.73701 0.88021 0.16645 0.6 0.0 0.7
H 3.26086 -0.28616 -0.05984 -1.3 0.9 0.5
H 0.06557 -2.63834 -0.37823 2.3 -1.4 0.1
H -2.32713 0.82264 1.53215 -0.2 -0.1 -1.5
H -2.56137 0.06019 -0.63931 -0.5 0.0 0.5
```
Forces are in eV/Å.

natural (NBO) atomic charge list, values in e, 8 entries:
1. C -0.164
2. C -0.457
3. P 0.780
4. O -0.919
5. P 0.004
6. H 0.251
7. H 0.460
8. H 0.016



[2]
The following is a quantum chemistry calculation of C10H30CuF3N12O8 as an isolated structure in a non-equilibrium geometry, from OMol25.

Values from the calculation:
E = -97902.4415 eV
Frontier orbital gap = 2.436 eV
Relative energy (zero: lowest compared OMol25 entry of this formula, charge and spin) = 307.3 kcal/mol
Net charge = 0
HOMO = -6.0 eV

XYZ file:
```
64
Properties=species:S:1:pos:R:3:forces:R:3
Cu 1.19221 0.53455 0.48741 -0.1 -0.1 0.0
C -4.62842 -3.43024 0.28480 3.5 4.0 2.7
O -4.62091 -3.68530 1.75003 -1.7 -0.6 -1.6
O -3.40686 -2.75666 0.21019 -1.2 -1.8 -1.8
C -4.96863 -4.62661 -0.60159 2.6 -0.2 1.1
F -4.60047 -5.81066 -0.00793 -1.1 0.5 -0.3
F -6.21974 -4.57229 -0.97323 -2.1 -0.8 0.4
F -4.30681 -4.59480 -1.73875 1.1 0.1 -1.1
C -5.78679 -3.33971 2.43580 0.4 -1.8 3.5
C -5.57053 -4.13974 3.82878 0.3 -0.1 -1.4
H -5.22214 -5.15220 3.62472 -0.9 -0.4 -0.5
H -4.63877 -3.85168 4.31554 -0.3 1.1 0.2
H -6.42266 -4.14345 4.50846 0.1 0.1 0.0
H -6.74823 -3.60753 1.99762 0.1 -0.4 -0.4
H -5.90440 -2.31982 2.80199 0.5 0.7 -0.7
H -5.35400 -2.64210 0.08363 -1.0 -0.2 -0.1
C 4.41116 5.79724 -0.83953 -2.4 -1.7 -2.1
O 3.39735 5.27463 -1.29876 -0.3 0.0 0.0
N 4.56238 6.01318 0.42560 -0.7 0.5 4.6
N 5.41792 6.14634 -1.57325 3.5 1.0 -2.7
H 3.65108 5.98825 0.86035 0.4 0.0 0.7
H 5.31939 6.51926 0.86254 -0.3 0.0 -0.3
H 5.44063 5.86752 -2.54374 0.0 0.1 0.3
H 6.27410 6.45182 -1.13309 -0.1 -0.1 -0.4
C -2.16287 3.43572 4.28128 3.9 -1.6 -2.0
O -1.39443 3.67385 3.40987 3.2 0.5 -3.0
N -2.16346 2.43256 5.06694 1.7 -6.8 4.2
N -3.12249 4.13725 4.57047 -7.6 6.7 1.4
H -1.37366 1.80541 5.12175 -0.2 0.1 -0.3
H -2.67879 2.48306 5.93411 0.3 -0.2 -0.2
H -3.15114 5.03588 4.11031 -0.9 -0.2 0.3
H -3.81424 3.69811 5.16102 -0.5 1.3 -0.4
C 3.30880 -4.96674 -1.46684 -0.4 4.6 -0.9
O 3.29538 -3.77186 -1.31727 0.0 2.4 0.2
N 3.49421 -5.60146 -2.55032 1.8 -2.9 -6.9
N 3.04812 -5.80730 -0.57729 -1.9 -4.6 7.6
H 3.25202 -5.27351 -3.47439 0.5 0.2 0.4
H 3.73340 -6.57500 -2.42745 -0.2 0.2 -0.8
H 2.78333 -6.74603 -0.83952 -0.1 0.4 0.4
H 2.61674 -5.44433 0.26073 0.3 -0.2 0.1
C 5.46091 0.86684 5.00663 -3.9 0.2 -1.7
O 4.43893 0.68486 4.38947 -1.7 -1.2 -1.8
N 5.77180 0.27243 6.07370 0.1 -5.3 6.2
N 6.26250 1.79138 4.74949 4.4 6.0 -2.6
H 5.03694 -0.39025 6.27604 0.3 -0.2 0.7
H 6.18441 0.72189 6.87858 0.1 -0.1 -0.4
H 5.93286 2.39762 4.01198 0.5 0.4 0.3
H 6.82013 2.12841 5.52121 0.2 0.4 -0.8
C 2.23944 -0.99620 -7.26484 -1.3 -4.2 0.7
O 2.10307 -2.21388 -7.24288 0.3 -0.9 -0.6
N 2.20275 -0.34622 -6.14751 0.4 1.8 3.0
N 2.26041 -0.26854 -8.32510 0.6 1.7 -2.7
H 2.19249 -0.99195 -5.37096 0.1 1.0 0.5
H 2.26289 0.66118 -6.18764 0.0 -0.4 1.2
H 1.95864 -0.77196 -9.14705 0.2 1.0 -0.3
H 2.36459 0.70714 -8.08572 -0.3 0.0 -1.7
C -3.91935 3.29826 -3.78196 0.7 11.3 2.7
O -3.92484 4.47195 -4.28451 -0.8 -2.3 -0.4
N -3.71713 2.24478 -4.39148 0.5 -6.8 -4.2
N -3.84142 3.27312 -2.44319 -0.3 -2.3 1.4
H -3.70052 1.36025 -3.90422 -0.1 0.0 -0.4
H -3.81382 2.25800 -5.39676 0.1 -0.1 0.2
H -3.84089 4.07799 -1.83303 0.0 -0.3 -0.6
H -3.67285 2.32731 -2.13154 -0.1 0.6 1.3
```
Forces are in eV/Å.

natural (NBO) atomic charge list, values in e, 8 entries:
1. Cu 0.719
2. C 0.254
3. O -0.532
4. O -0.740
5. C 0.921
6. F -0.340
7. F -0.321
8. F -0.321



[3]
The following is a quantum chemistry calculation of a 8-piece molecular cluster, C19H52NO21S6 overall in a non-equilibrium geometry, from OMol25.

Values from the calculation:
E = -130034.0287 eV
Frontier orbital gap = 2.183 eV
Relative energy (zero: lowest compared OMol25 entry of this formula, charge and spin) = 0.0 kcal/mol
Net charge = -1
HOMO = -1.1 eV

XYZ file:
```
99
Properties=species:S:1:pos:R:3:forces:R:3
N -0.16661 -1.77410 2.11846 1.2 -1.1 -0.2
H 0.52871 -1.47740 1.44867 0.6 0.9 -0.4
H 0.05824 -1.49381 3.06238 -0.3 1.3 1.0
H 0.07315 -2.75073 2.21226 -0.5 -1.4 -0.3
H -1.08609 -1.63108 1.72577 -0.9 0.2 0.3
C 1.79743 -2.99852 7.30064 0.1 0.4 -1.1
O 1.14667 -3.86677 6.70991 -2.2 -2.6 -1.5
O 2.64478 -3.30534 8.12671 2.1 -0.2 2.5
O 1.59782 -1.81754 6.90860 -0.2 2.5 -0.3
O 2.79346 2.59300 -2.68090 -0.5 1.0 -1.4
S 2.83587 3.76520 -3.52619 1.7 1.4 1.6
O 2.70078 5.09394 -2.88223 -0.2 -2.5 -1.8
O 4.37544 3.70162 -4.14946 -1.4 -1.4 0.2
C 4.72033 4.69981 -5.10184 -0.3 1.5 0.8
C 6.22882 4.86645 -5.23295 -0.5 -1.1 0.4
C 1.75750 3.69503 -5.02244 0.5 -0.3 0.4
H 4.35355 5.57906 -4.57222 -0.1 0.7 -0.8
H 4.17408 4.57018 -6.03612 0.2 -0.2 -0.1
H 6.48669 5.44155 -6.12225 0.0 0.2 0.3
H 6.70592 3.88950 -5.31073 0.0 -0.1 -0.2
H 6.56893 5.28837 -4.28720 0.3 0.3 -0.3
H 0.78177 3.30730 -4.72968 0.0 0.4 0.3
H 2.12250 3.01024 -5.78790 0.5 -0.2 0.4
H 1.73331 4.68889 -5.46936 -0.2 0.0 0.4
O -6.29260 5.50691 3.31258 3.9 0.3 0.2
S -4.81894 5.66006 3.51097 -1.2 -0.9 2.1
O -4.32373 6.42583 4.68243 -0.8 -1.5 -2.5
O -4.20450 4.08662 3.58959 -0.4 2.0 -0.3
C -2.93693 3.76114 4.26643 -0.1 0.4 0.9
C -1.67130 4.52672 3.82979 -0.8 -0.5 -0.2
C -4.03582 6.23904 1.96866 -0.9 -0.7 0.4
H -2.85219 2.69571 4.05252 0.1 0.1 -0.2
H -3.11202 3.83561 5.33970 0.0 0.2 0.0
H -1.63311 5.58320 4.09528 -0.6 0.1 -0.3
H -1.62407 4.32990 2.75875 0.6 0.5 -0.1
H -0.77045 4.14794 4.31261 -0.2 -0.6 -0.1
H -3.50730 5.36129 1.59675 0.3 0.4 0.0
H -3.42659 7.12007 2.17051 -0.1 -0.3 0.0
H -4.87399 6.41303 1.29390 0.1 0.3 0.1
O -5.96809 -0.50445 -3.84209 -1.1 1.7 1.8
S -6.47400 0.39579 -2.78770 1.8 -0.9 0.0
O -5.64624 0.61101 -1.58355 -2.0 0.0 -2.7
O -6.82462 1.83036 -3.43169 0.0 0.5 0.4
C -7.54208 1.94064 -4.69523 -0.3 -0.8 -0.4
C -8.67327 2.97224 -4.82906 0.4 0.6 1.2
C -8.11932 -0.08575 -2.28172 0.7 -0.1 0.1
H -8.06773 1.00716 -4.89622 0.3 -0.4 0.1
H -6.77941 2.03026 -5.46878 -0.1 0.2 0.0
H -9.23126 2.68007 -5.71866 0.0 0.3 0.0
H -8.40745 4.02926 -4.81698 0.6 -0.1 -0.8
H -9.35497 3.01808 -3.97976 -0.2 -0.9 0.1
H -8.68061 -0.45014 -3.14211 0.1 0.0 0.1
H -8.56470 0.79929 -1.82735 0.0 -0.2 0.0
H -7.94401 -0.86423 -1.53920 -0.3 0.0 -0.1
O -5.86813 -8.52376 1.71064 2.3 0.6 -0.5
S -4.42324 -8.26988 1.59514 0.2 0.9 1.1
O -3.89100 -6.87982 1.65431 -1.3 -3.2 -0.2
O -3.70460 -9.17851 2.77315 -0.7 0.6 -1.3
C -3.99003 -8.75712 4.12121 0.5 0.7 1.2
C -3.81356 -9.91144 5.13747 -1.0 1.0 -0.7
C -3.74213 -9.13743 0.12525 -1.0 1.3 0.5
H -4.94891 -8.24887 4.22278 -0.6 -0.7 -0.4
H -3.34647 -7.91099 4.36202 0.7 -0.3 0.0
H -4.14719 -9.52427 6.10022 0.4 0.2 0.1
H -2.78760 -10.27194 5.21193 -0.2 -0.1 -0.2
H -4.56766 -10.67199 4.93501 0.4 -0.4 -0.3
H -4.13344 -8.53987 -0.69810 -0.2 0.1 0.0
H -4.22172 -10.11436 0.06438 0.6 -0.1 0.2
H -2.66145 -9.00957 0.06291 -0.1 -0.6 0.5
O 7.92440 2.72910 1.72752 0.3 0.5 0.2
S 7.61772 3.13026 3.06583 -1.3 -0.3 4.2
O 8.52651 2.87152 4.22792 -2.3 0.9 -3.4
O 7.20099 4.75081 3.17408 0.9 -1.9 -0.2
C 6.64348 5.36242 2.01837 -1.4 2.2 0.3
C 5.73589 6.58693 2.56855 0.6 -1.0 0.0
C 5.86372 2.48887 3.48418 1.4 0.6 0.9
H 5.92115 4.76821 1.45868 0.1 -0.6 0.3
H 7.43455 5.59952 1.30698 0.0 0.4 0.2
H 6.10904 7.21604 3.37668 1.0 -0.2 -0.2
H 4.87857 6.13884 3.07086 -0.2 -0.2 -0.4
H 5.38514 7.27573 1.80003 0.1 -0.4 -0.3
H 5.87051 1.43591 3.76585 0.2 -0.3 -1.2
H 5.16252 2.88243 2.74830 0.2 -0.6 -0.2
H 5.54519 2.87186 4.45370 0.5 0.8 0.0
O 3.98500 -6.48548 -3.93007 -0.7 1.5 1.0
S 3.44658 -5.18516 -3.54842 -1.1 0.1 -0.7
O 2.62630 -4.95678 -2.35864 1.8 -0.6 -1.1
O 4.67504 -4.11983 -3.64413 -0.6 -0.7 0.1
C 5.40556 -3.75843 -2.41993 -1.1 -0.5 1.2
C 6.36986 -4.85670 -1.94353 0.1 0.3 -0.6
C 2.37825 -4.64374 -4.95698 1.2 0.7 0.5
H 4.62727 -3.59927 -1.67360 0.1 0.3 0.1
H 5.85620 -2.79765 -2.66878 0.2 -0.3 0.0
H 5.92740 -5.75499 -1.51295 -0.7 -0.1 -0.9
H 7.00527 -4.63702 -1.08558 0.2 1.1 -0.3
H 6.96323 -5.02971 -2.84135 0.4 -0.7 0.4
H 3.04692 -4.20891 -5.69987 0.1 -0.7 -0.3
H 1.74455 -3.79215 -4.70935 -0.1 -0.3 0.7
H 1.79857 -5.51032 -5.27496 0.3 0.1 0.0
```
Forces are in eV/Å.

Löwdin atomic charge list, values in e, 8 entries:
1. N 0.122
2. H 0.068
3. H 0.097
4. H 0.090
5. H 0.077
6. C -1.144
7. O -0.052
8. O -0.031



[4]
The following is a quantum chemistry calculation of C4H9NO as an isolated structure, from OMol25.

Values from the calculation:
E = -7826.8118 eV
Frontier orbital gap = 8.614 eV
Relative energy (zero: lowest compared OMol25 entry of this formula, charge and spin) = 127.0 kcal/mol
Net charge = 0
HOMO = -7.7 eV

XYZ file:
```
15
Properties=species:S:1:pos:R:3:forces:R:3
C -2.08326 -0.03922 -0.29633 -0.1 -0.2 0.1
C -0.25629 1.06835 0.03841 0.1 -0.2 0.0
O -0.23583 1.14278 1.37442 0.0 -0.1 0.1
C 0.65537 0.01334 -0.49459 -0.1 0.1 -0.2
C 2.06694 -0.00287 -0.04387 0.2 0.1 -0.1
N 1.11540 -0.96975 0.49857 0.0 -0.3 0.1
H -2.95061 0.42975 0.17537 0.1 0.0 -0.1
H -2.29607 -0.35328 -1.32172 0.1 0.1 0.1
H -1.72253 -0.87034 0.30981 0.0 0.2 -0.1
H -1.34658 1.11744 -0.46909 0.0 0.1 -0.1
H 0.12697 0.29207 1.71343 0.0 0.1 0.0
H 0.45580 -0.32246 -1.50946 0.0 0.0 0.2
H 2.41548 0.74441 0.66533 -0.1 -0.1 -0.1
H 2.81982 -0.35254 -0.74695 -0.1 0.0 0.1
H 1.23542 -1.89768 0.10668 0.0 0.1 0.0
```
Forces are in eV/Å.

natural (NBO) atomic charge list, values in e, 8 entries:
1. C -0.755
2. C 0.130
3. O -0.676
4. C -0.180
5. C -0.243
6. N -0.646
7. H 0.218
8. H 0.205



[5]
The following is a quantum chemistry calculation of the molecule C3H3FP2 in a non-equilibrium geometry, from OMol25.

Values from the calculation:
E = -24449.6912 eV
Frontier orbital gap (alpha / beta) = 6.382 / 6.236 eV
Relative energy (zero: lowest compared OMol25 entry of this formula, charge and spin) = 64.6 kcal/mol
Net charge = 0
HOMO (alpha / beta) = -8.3 / -8.3 eV

XYZ file:
```
9
Properties=species:S:1:pos:R:3:forces:R:3
C -1.03278 -1.44443 0.90636 -3.1 1.0 3.6
C -2.04713 -2.19016 1.48875 2.1 2.1 0.6
C 0.29810 0.92220 0.26731 -1.2 -1.1 -0.3
F -2.44803 -3.20764 0.77661 -0.8 -1.9 -1.1
P -0.50833 0.12727 1.56448 1.6 1.1 -0.9
P -2.64125 -2.20366 3.17733 0.0 0.4 -0.2
H -0.65856 -1.86572 0.08464 1.5 -1.3 -3.6
H 0.14414 0.68590 -0.82968 0.4 -0.2 1.4
H 0.91671 1.81544 0.40169 -0.6 -0.2 0.4
```
Forces are in eV/Å.

natural (NBO) atomic charge list, values in e, 8 entries:
1. C -0.581
2. C 0.015
3. C -0.818
4. F -0.327
5. P 0.676
6. P 0.378
7. H 0.217
8. H 0.216